No. 1
This record from the Open Molecules 2025 dataset describes C28H38N12O2PRbS as an isolated structure. The level of theory is ωB97M-V with the def2-TZVPD basis set.

Positions of all 83 atoms, in Å:
Rb -2.251 -0.836 -1.984
N -5.657 -2.882 -0.312
C -4.427 -3.248 0.218
N -4.358 -4.145 1.197
N -3.039 -4.233 1.457
N -2.380 -3.432 0.685
N -3.239 -2.773 -0.133
C -5.942 -1.977 -1.317
N -7.195 -1.742 -1.690
N -7.072 -0.799 -2.650
N -5.833 -0.501 -2.833
N -5.055 -1.238 -1.984
H -6.452 -3.357 0.079
C 1.924 1.500 -3.895
C 2.535 0.094 -3.840
C 4.059 0.200 -3.868
P 1.770 -0.733 -2.387
C 1.801 -2.568 -2.466
C 1.465 -3.143 -1.089
C 3.067 -3.194 -3.053
C 2.679 -0.278 -0.920
C 4.002 -0.743 -0.872
C 4.829 -0.648 0.226
C 6.255 -1.129 0.202
C 4.265 -0.047 1.368
C 2.982 0.417 1.387
C 2.089 0.334 0.245
N 0.853 0.781 0.263
C 0.421 1.401 1.435
C -0.291 0.691 2.412
C -0.633 -0.752 2.176
C -0.669 1.339 3.587
C -0.374 2.676 3.822
C -0.841 3.378 5.072
C 0.302 3.376 2.829
C 0.702 2.763 1.649
C 1.429 3.528 0.579
H 2.350 2.045 -4.741
H 2.162 2.054 -2.983
H 0.844 1.449 -3.998
H 2.194 -0.478 -4.704
H 4.435 0.757 -3.010
H 4.346 0.741 -4.774
H 4.560 -0.769 -3.891
H 0.976 -2.778 -3.145
H 2.267 -2.951 -0.375
H 1.323 -4.223 -1.174
H 0.542 -2.728 -0.680
H 3.903 -3.155 -2.353
H 3.372 -2.724 -3.989
H 2.871 -4.247 -3.264
H 4.414 -1.230 -1.749
H 6.417 -1.832 -0.619
H 6.519 -1.647 1.128
H 6.975 -0.313 0.076
H 4.866 0.044 2.270
H 2.592 0.856 2.297
H 0.255 -1.334 1.922
H -1.329 -0.871 1.342
H -1.103 -1.196 3.055
H -1.227 0.775 4.331
H -1.732 2.900 5.485
H -1.092 4.420 4.860
H -0.080 3.374 5.859
H 0.506 4.435 2.969
H 1.565 4.571 0.869
H 0.866 3.486 -0.356
H 2.409 3.089 0.377
C -3.231 3.185 2.207
N -3.660 1.913 1.683
C -3.930 0.762 2.412
C -4.294 -0.188 1.529
N -4.246 0.396 0.276
C -3.859 1.687 0.364
S -3.528 2.766 -0.883
H -3.095 3.083 3.280
H -3.983 3.947 1.993
H -2.287 3.478 1.748
H -3.782 0.719 3.476
H -4.528 -1.230 1.653
H -4.556 -0.071 -0.585
O 0.285 -0.230 -2.213
O 0.006 -0.816 -3.569

Results
net charge = -2
E_HOMO = -2.062 eV
LUMO energy = 3.84 eV
energy above the lowest of the compared OMol25 structures with the same formula, charge and spin = 9.3 kJ/mol
HOMO-LUMO gap = 5.9030 eV
strongest force on any atom = 0.8 eV/A
molar mass = 723.20 g mol⁻¹

---

No. 2
This record from the Open Molecules 2025 dataset describes C28H38N4OP2W as an isolated structure at a distorted geometry. The level of theory is ωB97M-V with the def2-TZVPD basis set.

Positions of all 74 atoms, in Å:
W 0.589 3.728 1.911
C -1.040 3.163 3.559
C -0.166 2.079 3.241
C -0.467 0.993 2.253
C -0.004 1.188 0.791
C -0.257 2.557 0.244
C -1.299 3.417 0.749
C -2.511 2.906 1.510
C -2.405 3.314 2.999
C 1.537 5.168 0.570
H -0.888 3.638 4.527
H 0.629 1.873 3.964
H -1.523 0.673 2.272
H 0.069 0.095 2.607
H 1.064 0.922 0.708
H -0.523 0.433 0.157
H 0.091 2.739 -0.783
H -1.455 4.402 0.258
H -2.723 1.826 1.370
H -3.399 3.407 1.078
H -2.739 4.366 3.077
H -3.129 2.730 3.599
H 1.242 6.186 0.872
H 1.573 5.082 -0.522
H 2.547 4.960 0.992
P 0.518 -0.503 -2.245
P 0.775 -2.328 0.726
N -0.869 -0.134 -3.254
N 1.564 -0.907 -3.664
N -0.857 -2.919 1.112
N 1.636 -3.725 1.422
C -0.036 -2.257 -2.012
C 0.811 -3.035 -0.995
C -1.314 1.172 -3.470
C -2.293 1.163 -4.458
C -2.444 -0.196 -4.889
C -1.577 -0.962 -4.129
C 2.799 -0.302 -3.886
C 3.409 -0.905 -4.976
C 2.511 -1.916 -5.453
C 1.390 -1.880 -4.651
C -1.801 -2.216 1.879
C -3.051 -2.796 1.714
C -2.875 -3.955 0.891
C -1.539 -3.987 0.518
C 1.219 -5.033 1.706
C 2.291 -5.734 2.244
C 3.434 -4.855 2.219
C 3.016 -3.658 1.665
H 0.030 -2.847 -2.943
H -1.108 -2.231 -1.754
H 0.444 -4.072 -1.027
H 1.875 -3.085 -1.294
H -0.921 1.981 -2.869
H -2.860 2.010 -4.815
H -3.098 -0.576 -5.663
H -1.455 -2.040 -4.099
H 3.121 0.510 -3.245
H 4.375 -0.668 -5.392
H 2.662 -2.602 -6.280
H 0.490 -2.474 -4.716
H -1.495 -1.407 2.537
H -3.992 -2.415 2.086
H -3.614 -4.688 0.595
H -1.033 -4.710 -0.106
H 0.217 -5.366 1.490
H 2.261 -6.746 2.620
H 4.425 -5.091 2.567
H 3.564 -2.763 1.411
C 0.907 5.892 4.200
O 1.181 4.846 3.273
H 0.361 6.737 3.735
H 1.839 6.304 4.629
H 0.294 5.523 5.042

Results
expectation value of S² = 2.087
net charge = +2
E_HOMO (spin up / spin down) = -12.275 / -12.275 eV
LUMO energy (spin up / spin down) = -7.28 / -9.24 eV
HOMO-LUMO gap (spin up / spin down) = 4.9998 / 3.0350 eV
strongest force on any atom = 3.7 eV/A
multiplicity = 3
molar mass = 692.43 g mol⁻¹

---

No. 3
This record from the Open Molecules 2025 dataset describes a 7-piece molecular cluster, C28H38N6O2S overall at a distorted geometry. The level of theory is ωB97M-V with the def2-TZVPD basis set.

Positions of all 75 atoms, in Å:
O -1.591 2.942 -3.015
S -1.348 1.509 -3.012
O -2.434 0.658 -2.655
C -0.720 1.019 -4.586
C 0.691 0.454 -4.350
C 1.261 0.973 -3.019
C 0.122 1.202 -2.046
H -0.713 1.889 -5.236
H -1.442 0.301 -4.953
H 0.600 -0.658 -4.288
H 1.363 0.642 -5.181
H 1.853 1.904 -3.053
H 1.846 0.211 -2.578
H 0.266 2.087 -1.491
H -0.065 0.311 -1.463
C 3.034 -1.081 -0.318
C 2.547 -1.847 -1.381
C 1.208 -2.029 -1.204
N 0.837 -1.511 0.003
C 1.964 -0.944 0.584
H 4.013 -0.782 -0.029
H 2.972 -2.096 -2.334
H 0.418 -2.483 -1.773
H 0.025 -1.485 0.548
H 1.847 -0.464 1.548
C -0.580 -5.237 0.834
C -1.296 -4.177 1.436
C -1.988 -3.583 0.394
N -1.617 -4.164 -0.713
C -0.815 -5.204 -0.540
H 0.064 -5.948 1.383
H -1.265 -3.849 2.490
H -2.681 -2.718 0.604
H -2.039 -3.891 -1.603
H -0.489 -5.827 -1.334
C 0.376 5.016 0.515
C 1.357 5.110 1.540
C 2.550 4.923 0.828
N 2.315 4.945 -0.551
C 0.954 4.974 -0.694
H -0.688 4.990 0.628
H 1.231 5.400 2.573
H 3.582 5.073 1.084
H 2.976 5.056 -1.297
H 0.544 4.962 -1.660
C -2.751 -3.813 -4.391
C -3.809 -4.179 -3.544
C -4.187 -3.044 -2.886
N -3.382 -2.015 -3.310
C -2.445 -2.473 -4.137
H -2.171 -4.484 -4.969
H -4.169 -5.188 -3.480
H -4.926 -2.839 -2.143
H -3.356 -1.113 -2.879
H -1.719 -1.840 -4.527
C 3.149 0.308 6.928
C 2.651 1.171 5.960
C 2.035 2.207 6.630
N 2.107 1.982 7.972
C 2.900 0.855 8.180
H 3.817 -0.596 6.712
H 2.755 1.087 4.898
H 1.646 3.147 6.238
H 1.909 2.722 8.638
H 3.314 0.651 9.132
C -2.477 0.752 0.988
C -1.851 0.121 2.051
C -0.715 0.819 2.280
N -0.605 1.839 1.384
C -1.689 1.812 0.559
H -3.354 0.468 0.469
H -2.245 -0.652 2.627
H 0.059 0.817 3.050
H 0.276 2.384 1.176
H -1.813 2.519 -0.244

Results
net charge = 0
E_HOMO = -8.022 eV
LUMO energy = 0.43 eV
energy above the lowest of the compared OMol25 structures with the same formula, charge and spin = 0.0 kJ/mol
HOMO-LUMO gap = 8.4482 eV
strongest force on any atom = 5.1 eV/A
molar mass = 522.72 g mol⁻¹

---

No. 4
This record from the Open Molecules 2025 dataset describes a 2-piece molecular cluster, C28H38NO3Si2 overall at a distorted geometry. The level of theory is ωB97M-V with the def2-TZVPD basis set.

Positions of all 72 atoms, in Å:
C -5.147 -0.127 1.116
Si -4.168 0.793 -0.171
C -4.701 0.397 -1.913
C -4.192 2.615 0.218
O -2.580 0.172 -0.314
N -1.559 0.514 0.545
O -2.170 0.916 1.794
Si -1.781 -0.313 2.942
C -3.169 -0.189 4.177
C -1.814 -1.981 2.105
C -0.110 0.038 3.701
C -0.871 1.658 0.058
C -1.018 1.908 -1.395
C -0.056 2.361 0.894
H -6.161 -0.283 0.708
H -4.718 -1.108 1.360
H -5.247 0.458 2.040
H -5.771 0.611 -2.048
H -4.138 0.981 -2.655
H -4.528 -0.668 -2.134
H -5.249 2.922 0.151
H -3.847 2.830 1.239
H -3.624 3.238 -0.482
H -3.028 -0.977 4.931
H -3.148 0.785 4.683
H -4.154 -0.325 3.712
H -1.189 -2.688 2.668
H -2.828 -2.398 2.072
H -1.430 -1.918 1.077
H 0.073 -0.738 4.462
H 0.722 -0.003 2.982
H -0.088 1.009 4.214
H -0.322 2.700 -1.693
H -0.769 1.007 -1.978
H -2.036 2.240 -1.653
H 0.508 3.184 0.473
H -0.049 2.150 1.962
C 1.302 -5.269 0.884
C 2.057 -5.129 -0.286
C 3.190 -4.316 -0.301
C 3.510 -3.620 0.868
O 4.512 -2.634 0.818
C 4.093 -1.377 0.386
C 3.287 -0.567 1.205
C 2.801 0.615 0.683
C 3.012 0.970 -0.685
C 2.361 2.089 -1.267
C 2.254 2.295 -2.677
C 2.274 3.624 -3.203
C 2.252 3.851 -4.572
C 2.176 2.772 -5.471
C 2.131 1.456 -4.979
C 2.152 1.215 -3.608
C 3.936 0.174 -1.428
C 4.483 -0.978 -0.898
C 2.824 -3.799 2.065
C 1.694 -4.619 2.060
H 0.416 -5.907 0.887
H 1.774 -5.655 -1.200
H 3.812 -4.176 -1.184
H 3.071 -0.886 2.227
H 2.198 1.271 1.314
H 2.070 2.906 -0.612
H 2.357 4.458 -2.500
H 2.298 4.876 -4.955
H 2.165 2.953 -6.544
H 2.089 0.617 -5.677
H 2.111 0.189 -3.240
H 4.221 0.462 -2.440
H 5.172 -1.614 -1.456
H 3.171 -3.269 2.954
H 1.131 -4.749 2.987

Results
net charge = +1
E_HOMO = -10.849 eV
LUMO energy = -5.55 eV
HOMO-LUMO gap = 5.2983 eV
strongest force on any atom = 1.8 eV/A
molar mass = 492.79 g mol⁻¹

---

Repeat the second record exactly.
This record from the Open Molecules 2025 dataset describes C28H38N4OP2W as an isolated structure at a distorted geometry. The level of theory is ωB97M-V with the def2-TZVPD basis set.

Positions of all 74 atoms, in Å:
W 0.589 3.728 1.911
C -1.040 3.163 3.559
C -0.166 2.079 3.241
C -0.467 0.993 2.253
C -0.004 1.188 0.791
C -0.257 2.557 0.244
C -1.299 3.417 0.749
C -2.511 2.906 1.510
C -2.405 3.314 2.999
C 1.537 5.168 0.570
H -0.888 3.638 4.527
H 0.629 1.873 3.964
H -1.523 0.673 2.272
H 0.069 0.095 2.607
H 1.064 0.922 0.708
H -0.523 0.433 0.157
H 0.091 2.739 -0.783
H -1.455 4.402 0.258
H -2.723 1.826 1.370
H -3.399 3.407 1.078
H -2.739 4.366 3.077
H -3.129 2.730 3.599
H 1.242 6.186 0.872
H 1.573 5.082 -0.522
H 2.547 4.960 0.992
P 0.518 -0.503 -2.245
P 0.775 -2.328 0.726
N -0.869 -0.134 -3.254
N 1.564 -0.907 -3.664
N -0.857 -2.919 1.112
N 1.636 -3.725 1.422
C -0.036 -2.257 -2.012
C 0.811 -3.035 -0.995
C -1.314 1.172 -3.470
C -2.293 1.163 -4.458
C -2.444 -0.196 -4.889
C -1.577 -0.962 -4.129
C 2.799 -0.302 -3.886
C 3.409 -0.905 -4.976
C 2.511 -1.916 -5.453
C 1.390 -1.880 -4.651
C -1.801 -2.216 1.879
C -3.051 -2.796 1.714
C -2.875 -3.955 0.891
C -1.539 -3.987 0.518
C 1.219 -5.033 1.706
C 2.291 -5.734 2.244
C 3.434 -4.855 2.219
C 3.016 -3.658 1.665
H 0.030 -2.847 -2.943
H -1.108 -2.231 -1.754
H 0.444 -4.072 -1.027
H 1.875 -3.085 -1.294
H -0.921 1.981 -2.869
H -2.860 2.010 -4.815
H -3.098 -0.576 -5.663
H -1.455 -2.040 -4.099
H 3.121 0.510 -3.245
H 4.375 -0.668 -5.392
H 2.662 -2.602 -6.280
H 0.490 -2.474 -4.716
H -1.495 -1.407 2.537
H -3.992 -2.415 2.086
H -3.614 -4.688 0.595
H -1.033 -4.710 -0.106
H 0.217 -5.366 1.490
H 2.261 -6.746 2.620
H 4.425 -5.091 2.567
H 3.564 -2.763 1.411
C 0.907 5.892 4.200
O 1.181 4.846 3.273
H 0.361 6.737 3.735
H 1.839 6.304 4.629
H 0.294 5.523 5.042

Results
expectation value of S² = 2.087
net charge = +2
E_HOMO (spin up / spin down) = -12.275 / -12.275 eV
LUMO energy (spin up / spin down) = -7.28 / -9.24 eV
HOMO-LUMO gap (spin up / spin down) = 4.9998 / 3.0350 eV
strongest force on any atom = 3.7 eV/A
multiplicity = 3
molar mass = 692.43 g mol⁻¹

---

- Which formula does entry 3 have?
  C28H38N6O2S

---

- Among the records above, which one has the highest net charge?
  C28H38N4OP2W

---

- Which of these has the lowest molar mass?
  C28H38NO3Si2